Below is an isolated ion of composition C5H6N and charge +1, with properties calculated with ωB97M-V/def2-TZVPD.

CARTESIAN COORDINATES (ANGSTROEM)
N  1.31  0.16  -0.20
C  -0.77  0.31  0.84
C  0.04  0.90  -0.17
C  -0.50  -1.37  -0.36
C  -1.42  -0.86  0.51
C  0.23  -0.26  -1.07
H  0.12  1.89  -0.19
H  1.68  -0.45  0.61
H  0.19  -0.25  -2.14
H  -0.74  0.82  1.77
H  2.04  0.58  -0.69
H  -2.19  -1.46  1.09

Computed properties:
highest occupied orbital energy (spin up / spin down): -13.492 / -13.494 eV
charge: +1

Below is a 2-piece molecular cluster, C4H11NO6S overall, with properties calculated with ωB97M-V/def2-TZVPD.

CARTESIAN COORDINATES (ANGSTROEM)
S  1.97  0.29  -0.22
O  3.25  -0.24  0.00
O  -0.41  1.83  1.20
O  -0.62  1.67  -1.15
O  1.62  0.02  -1.74
O  -2.44  1.75  0.16
O  1.88  1.71  -0.06
N  -1.16  -0.09  0.27
C  -1.15  1.28  0.08
C  0.97  -0.59  0.96
C  1.01  -2.07  0.90
C  -1.53  -1.02  -0.82
H  0.53  1.99  1.00
H  0.11  -2.52  1.38
H  -1.35  -2.12  -0.39
H  1.85  -2.26  1.47
H  -0.89  2.57  -1.32
H  -0.98  -0.91  -1.79
H  -2.60  1.83  1.11
H  0.93  -0.13  1.93
H  0.98  -2.31  -0.08
H  0.69  0.29  -1.86
H  -2.66  -0.98  -1.03

Computed properties:
highest occupied orbital energy (spin up / spin down): -9.493 / -9.210 eV
charge: 0

Below is C5H8O in the gas phase, with properties calculated with ωB97M-V/def2-TZVPD.

CARTESIAN COORDINATES (ANGSTROEM)
O  -1.02  1.11  0.93
C  2.75  -0.03  -0.10
C  -0.94  0.39  -0.30
C  -1.95  -0.77  -0.15
C  0.36  -0.14  -0.78
C  1.44  -0.17  0.17
H  -1.96  -1.41  -1.03
H  3.13  0.26  -1.08
H  -0.52  1.93  0.82
H  -2.95  -0.34  0.01
H  1.19  -0.33  1.23
H  3.48  -0.16  0.69
H  -1.70  -1.37  0.73
H  -1.31  1.02  -1.13

Computed properties:
highest occupied orbital energy (spin up / spin down): -8.379 / -8.196 eV
charge: 0

Max |F|, respectively: 4.36 4.44 0.52 eV/Å.
ΔE to the lowest compared entry with this formula, charge and spin, respectively: 555.2 253.5 420.9 kJ/mol.